ORCA calculation (wB97M-V/def2-TZVPD) on a molecular structure, C19H48B2NO28 at a distorted geometry.

## Properties
Relative energy (zero: lowest compared OMol25 entry of this formula, charge and spin), eV: 0.166
Gap between HOMO and LUMO, eV: 8.543
Total charge: -1

Cartesian coordinates (Å):
C: 4.3065 4.8080 4.3734
C: 3.5997 5.0165 3.1337
C: 3.2173 3.6598 2.5067
C: 2.2533 3.8875 1.3235
N: 1.8742 2.6387 0.5314
C: 1.2158 1.7170 1.6059
C: 2.1742 0.5634 1.8521
C: 3.4242 0.8031 0.8899
C: 3.1020 1.8860 0.0616
C: 0.9101 2.9587 -0.5610
C: 1.6336 3.7772 -1.7003
C: 0.5669 4.0815 -2.7086
H: 3.5941 4.4062 5.0937
H: 5.0029 5.5542 4.8351
H: 5.0333 4.0708 4.5553
H: 4.2590 5.5227 2.3943
H: 2.7385 5.6487 3.2525
H: 2.7352 2.9965 3.2687
H: 4.1060 3.1401 2.0247
H: 2.7341 4.5670 0.6185
H: 1.3559 4.4538 1.8322
H: 0.2508 1.1933 1.1258
H: 1.0450 2.1878 2.5535
H: 1.6675 -0.3895 1.9605
H: 2.8778 0.5243 2.9511
H: 3.7005 -0.1028 0.2719
H: 4.3079 1.0045 1.4929
H: 2.4817 1.3633 -0.9250
H: 3.9209 2.5328 -0.1411
H: 0.3424 3.6170 -0.1117
H: 0.2324 2.1010 -0.8988
H: 2.4486 3.0862 -2.0741
H: 2.0678 4.7244 -1.4528
H: 0.1022 3.3163 -3.2290
H: 1.1608 4.5757 -3.4558
H: -0.2245 4.6770 -2.1898
O: -2.3496 2.4847 0.0786
C: -2.9882 1.7666 -0.6605
O: -3.7264 0.9689 -0.1303
B: -4.4958 0.4182 -1.2405
O: -3.8970 0.8894 -2.4826
C: -3.0970 1.7578 -2.0674
O: -2.4647 2.4622 -2.8605
O: -5.9909 0.6599 -1.0933
C: -6.5941 -0.4847 -1.0801
O: -7.7355 -0.6352 -1.1336
C: -5.5155 -1.4565 -1.0250
O: -4.4452 -1.0855 -1.2964
O: -5.8451 -2.6589 -0.9703
O: -2.2288 -2.2059 2.0837
C: -1.9882 -2.0708 0.9504
O: -1.3220 -1.1327 0.4749
B: -0.8177 -1.4616 -0.7806
O: -1.7029 -2.5876 -1.2286
C: -2.3968 -2.9052 -0.1841
O: -2.7764 -4.1474 -0.0718
O: 0.5396 -1.8699 -0.7264
C: 1.2012 -1.1755 -1.6239
O: 2.3504 -1.1393 -1.7107
C: 0.2456 -0.2666 -2.2285
O: -0.8832 -0.3596 -1.7347
O: 0.5199 0.3227 -3.2407
O: 2.4561 -2.8216 1.6432
H: 2.3930 -2.8360 2.6065
H: 1.6444 -3.3634 1.3989
O: -4.5141 -6.0939 -0.1691
H: -3.7891 -5.4657 -0.0632
H: -4.1132 -6.8380 -0.5515
O: -1.8641 -5.9796 2.0784
H: -2.8335 -5.7070 2.1213
H: -1.8950 -6.8194 1.5816
O: -5.4516 -3.4344 2.6239
H: -4.9248 -2.5909 2.9796
H: -6.1459 -3.0104 2.5553
O: -2.4436 0.5417 2.9767
H: -2.2331 0.9597 2.1478
H: -2.1801 -0.4715 2.8478
O: 5.4892 -1.8432 -0.9888
H: 6.2966 -1.2994 -1.2194
H: 4.7918 -1.5077 -1.5882
O: -0.6407 -2.2516 4.6228
H: -0.6730 -2.1238 3.7441
H: -1.0101 -3.2014 4.6334
O: 1.9498 0.4639 -5.7365
H: 2.7877 0.1745 -5.2822
H: 1.2415 0.1374 -5.1537
O: -1.3498 -1.9570 -4.7842
H: -1.7287 -2.5986 -4.1813
H: -1.6410 -0.9548 -4.7284
O: 4.2128 0.4945 -3.0371
H: 4.8115 -0.2967 -3.3658
H: 3.4619 0.1668 -2.6143
O: -3.2932 -3.2895 -3.3000
H: -3.8739 -2.4920 -3.0703
H: -2.9073 -3.7576 -2.6690
O: 0.3530 -4.6661 1.2369
H: 0.2655 -4.8506 0.1786
H: -0.4633 -5.0732 1.4485



ORCA calculation (wB97M-V/def2-TZVPD) on 5 unconnected molecules or ions with the total composition C19H49BN2O19P5 at a distorted geometry.

## Properties
Gap between HOMO and LUMO, eV: 6.919
Total charge: +1

Cartesian coordinates (Å):
C: 0.8622 -1.9914 2.5008
C: 1.5642 -1.9587 1.1455
O: 2.7651 -1.1446 1.1878
B: 3.5938 -1.2547 0.1302
O: 4.9029 -0.9898 0.1401
N: 3.0187 -1.6600 -1.2372
C: 2.4338 -0.6890 -1.9289
C: 1.8551 -0.9272 -3.1417
C: 1.8973 -2.2145 -3.6403
C: 2.5127 -3.2158 -2.9030
P: 2.5841 -5.0217 -3.4462
N: 2.3059 -4.9665 -5.1296
O: 4.1289 -5.5229 -3.1849
C: 3.0817 -2.9093 -1.6942
H: 1.2264 -2.8004 3.1355
H: 0.9636 -1.0099 2.9716
H: -0.2082 -2.1681 2.3497
H: 1.8892 -2.9830 0.9191
H: 0.8595 -1.6312 0.3735
H: 5.3065 -1.1232 1.0125
H: 2.4165 0.3087 -1.5012
H: 1.3789 -0.0823 -3.6246
H: 1.4502 -2.4341 -4.6042
H: 2.8570 -4.2343 -5.5810
H: 1.3300 -4.6959 -5.2320
H: 4.1900 -5.6743 -2.2341
H: 3.5517 -3.6863 -1.1014
C: -1.6662 1.7360 -0.4670
O: -1.7771 0.3281 -0.2487
P: -2.3213 -0.6172 -1.5336
O: -1.5521 0.1191 -2.6067
O: -3.8555 -0.0738 -1.3307
C: -4.4857 -0.2048 -0.0471
O: -2.8187 -1.8401 -2.5628
C: -3.8204 -1.5300 -3.5329
H: -1.6526 2.2209 0.5093
H: -0.7316 1.9633 -0.9754
H: -2.5094 2.1194 -1.0415
H: -4.5049 0.7674 0.4449
H: -3.9680 -0.9184 0.5936
H: -5.5088 -0.5447 -0.2003
H: -3.6501 -0.5524 -3.9823
H: -4.8089 -1.5649 -3.0794
H: -3.7769 -2.2928 -4.3085
C: -8.0893 -0.1328 -2.6093
O: -8.7960 -1.3218 -2.9406
P: -8.8761 -1.7295 -4.5796
O: -7.4642 -1.3301 -4.9263
O: -9.9576 -0.5074 -4.8082
C: -11.1512 -0.4665 -4.0133
O: -9.2292 -2.3437 -6.0993
C: -9.3769 -1.4250 -7.1760
H: -8.4285 0.1737 -1.6184
H: -7.0180 -0.3263 -2.5723
H: -8.3016 0.6663 -3.3196
H: -11.0504 0.3065 -3.2514
H: -11.3543 -1.4205 -3.5276
H: -11.9882 -0.2153 -4.6628
H: -8.6228 -0.6398 -7.1295
H: -10.3741 -0.9873 -7.1737
H: -9.2547 -1.9944 -8.0966
C: 2.3620 2.8024 2.6592
O: 1.4950 2.0491 3.4995
P: -0.0400 2.7001 3.7943
O: -0.2591 3.2237 2.3946
O: 0.6391 3.8126 4.7989
C: 1.4442 3.3684 5.9002
O: -1.5779 3.1128 4.3183
C: -1.8747 4.4932 4.5070
H: 3.3787 2.4589 2.8585
H: 2.1261 2.6195 1.6122
H: 2.2985 3.8684 2.8772
H: 2.4963 3.5318 5.6657
H: 1.2887 2.3131 6.1236
H: 1.1822 3.9577 6.7772
H: -1.4521 5.0991 3.7060
H: -1.5054 4.8373 5.4719
H: -2.9598 4.5869 4.5024
C: 5.6996 1.6600 3.9007
O: 6.7058 1.9461 2.9344
P: 8.0729 0.9552 2.9414
O: 7.3349 -0.3411 3.1737
O: 8.6119 1.6545 4.3241
C: 8.7667 3.0817 4.3786
O: 9.5470 0.2270 2.6440
C: 10.2350 -0.3629 3.7440
H: 5.0957 2.5622 4.0089
H: 5.0620 0.8482 3.5550
H: 6.1371 1.4085 4.8667
H: 7.9485 3.5103 4.9569
H: 8.7761 3.5319 3.3865
H: 9.7076 3.3060 4.8776
H: 9.5467 -0.8983 4.3971
H: 10.7756 0.3948 4.3094
H: 10.9591 -1.0605 3.3261



ORCA calculation (wB97M-V/def2-TZVPD) on 6 unconnected molecules or ions with the total composition C19H49ClNO16P2S6 at a distorted geometry.

## Properties
Gap between HOMO and LUMO, eV: 7.237
Total charge: +1

Cartesian coordinates (Å):
O: 0.2857 1.1805 1.9040
P: 0.3081 2.0146 0.5363
Cl: 1.2217 0.7143 -0.7622
C: -1.4267 1.7959 -0.1381
C: -1.8092 2.4815 -1.3955
N: -3.0918 2.4859 -1.4848
C: -3.7611 1.8668 -0.3228
P: -4.2532 0.0777 -0.5215
S: -6.1321 -0.1467 -0.8529
C: -2.6522 2.1080 0.7330
H: 0.1015 0.2374 1.8031
H: -1.4745 0.7373 -0.4546
H: -1.1643 2.9215 -2.1445
H: -3.6009 2.8831 -2.2666
H: -4.6575 2.4300 -0.0814
H: -3.4088 -0.4908 -1.4903
H: -3.8362 -0.4695 0.6993
H: -2.7473 1.5180 1.6352
H: -2.6732 3.1762 0.9445
O: -0.9776 -3.2782 0.2385
S: -0.2263 -3.6943 -0.9133
O: -0.9088 -4.2202 -2.0515
O: 0.9120 -4.6841 -0.4632
C: 0.5394 -5.8672 0.2943
C: -0.1043 -6.9344 -0.5644
C: 0.8126 -2.3736 -1.4232
H: -0.1030 -5.5741 1.1253
H: 1.4748 -6.2284 0.7135
H: -1.0713 -6.6121 -0.9472
H: -0.2554 -7.8368 0.0271
H: 0.5298 -7.1718 -1.4183
H: 1.3361 -2.0010 -0.5514
H: 0.1542 -1.6188 -1.8408
H: 1.5097 -2.7274 -2.1809
O: 1.2125 7.3243 4.1955
S: 2.0281 7.1307 3.0389
O: 1.4620 6.5302 1.8677
O: 3.3310 6.3272 3.4608
C: 3.1410 5.0829 4.1786
C: 2.6394 3.9730 3.2821
C: 2.8223 8.6331 2.5941
H: 2.4710 5.2502 5.0225
H: 4.1202 4.8388 4.5835
H: 1.6342 4.1890 2.9221
H: 2.6124 3.0295 3.8273
H: 3.2858 3.8594 2.4110
H: 3.2706 9.0687 3.4821
H: 2.0524 9.2881 2.1929
H: 3.5707 8.4216 1.8357
O: 4.1183 -6.5599 -4.6392
S: 3.7812 -5.2715 -5.1561
O: 3.4972 -4.1967 -4.2522
O: 2.5770 -5.4276 -6.1764
C: 1.3967 -6.1273 -5.7111
C: 0.5948 -5.3065 -4.7266
C: 4.9926 -4.7457 -6.3148
H: 1.6900 -7.0863 -5.2826
H: 0.8216 -6.3325 -6.6109
H: 1.1578 -5.1583 -3.8069
H: -0.3384 -5.8066 -4.4708
H: 0.3648 -4.3228 -5.1364
H: 5.1845 -5.5551 -7.0129
H: 5.8889 -4.5096 -5.7458
H: 4.6250 -3.8609 -6.8264
O: -7.2882 -0.1399 2.5054
S: -8.6721 -0.5176 2.5098
O: -9.6515 0.3999 2.9951
O: -8.8160 -1.9014 3.2655
C: -8.2750 -2.0027 4.6056
C: -9.1243 -1.2966 5.6413
C: -9.1499 -1.0878 0.9160
H: -7.2488 -1.6331 4.6072
H: -8.2396 -3.0707 4.8070
H: -9.1248 -0.2185 5.4912
H: -8.7333 -1.5027 6.6375
H: -10.1570 -1.6387 5.5877
H: -8.4106 -1.8009 0.5625
H: -9.1823 -0.2161 0.2661
H: -10.1342 -1.5417 0.9854
O: 8.1307 3.1217 0.4388
S: 6.7634 3.4575 0.6744
O: 5.9129 2.5453 1.3761
O: 6.0854 3.8374 -0.7113
C: 6.1969 2.8961 -1.8044
C: 5.3197 1.6770 -1.6131
C: 6.6458 5.0435 1.4238
H: 7.2412 2.6157 -1.9454
H: 5.8895 3.4597 -2.6823
H: 5.6569 1.0714 -0.7737
H: 5.3383 1.0556 -2.5087
H: 4.2924 1.9796 -1.4056
H: 7.2693 5.7403 0.8714
H: 7.0057 4.9337 2.4444
H: 5.6044 5.3555 1.4219



ORCA calculation (wB97M-V/def2-TZVPD) on 3 unconnected molecules or ions with the total composition C19H49I2N7O7P3 at a distorted geometry.

## Properties
Gap between HOMO and LUMO, eV: 6.708
Total charge: -1

Cartesian coordinates (Å):
C: -0.7038 5.9972 2.0637
C: -0.6783 5.0030 0.9000
N: -0.9709 5.6098 -0.4039
P: -2.5195 6.3259 -0.6514
O: -2.2688 7.7653 0.1002
I: -4.1581 5.2734 0.9125
C: -0.5806 4.7987 -1.5417
I: -1.8372 2.9598 -1.6099
O: 0.7101 4.3002 -1.4448
C: 1.7500 5.1408 -1.9450
C: 1.9303 6.4849 -1.2519
C: 2.5828 6.3711 0.1278
O: 2.8249 7.2529 -2.0767
C: -0.8940 5.6276 -2.8717
O: -0.5084 6.8200 -2.8343
O: -1.4727 5.0503 -3.7720
H: -0.5149 5.4172 2.9717
H: 0.0837 6.7430 1.9749
H: -1.6845 6.4453 2.1932
H: -1.3681 4.1923 1.1549
H: 0.3206 4.5678 0.8953
H: -1.4712 8.1111 -0.3307
H: 2.6738 4.5864 -1.7575
H: 1.6997 5.2534 -3.0300
H: 1.0055 7.0452 -1.1798
H: 3.5120 6.9381 0.1470
H: 2.7667 5.3374 0.4229
H: 1.9248 6.8063 0.8799
H: 2.2950 7.5999 -2.8035
O: 2.3635 -1.6874 -2.1488
P: 1.1103 -2.0901 -2.8471
N: 1.6627 -3.1587 -4.0841
C: 2.2014 -2.6553 -5.3313
C: 2.4275 -4.2728 -3.5543
N: 0.5200 -0.6064 -3.3956
C: 0.0056 -0.3647 -4.7252
C: 1.1097 0.6086 -2.8363
N: -0.4881 -2.7573 -2.7639
C: -1.0054 -2.7646 -1.3843
C: -0.8846 -3.9754 -3.4594
H: 2.3823 -3.4961 -6.0065
H: 3.1421 -2.0995 -5.2077
H: 1.4849 -2.0172 -5.8426
H: 1.8453 -4.8085 -2.7969
H: 3.3684 -3.9548 -3.0881
H: 2.6545 -4.9853 -4.3502
H: 0.8082 -0.1214 -5.4326
H: -0.6871 0.4801 -4.7090
H: -0.5568 -1.2215 -5.1027
H: 2.0601 0.8726 -3.3185
H: 1.2879 0.5014 -1.7713
H: 0.4130 1.4371 -2.9596
H: -0.5174 -3.5282 -0.7696
H: -2.0822 -2.9371 -1.3681
H: -0.8302 -1.7914 -0.9175
H: -0.3826 -4.8814 -3.0999
H: -0.7202 -3.8795 -4.5283
H: -1.9591 -4.1036 -3.3066
O: -0.3758 -4.3449 1.9583
P: -1.0895 -3.9864 3.2394
N: -0.1725 -2.5274 3.5056
C: 1.1959 -2.5640 3.9808
C: -0.3571 -1.5434 2.4502
N: -0.6343 -5.2878 4.2279
C: 0.0372 -5.1707 5.5014
C: -0.2721 -6.5269 3.5511
N: -2.2682 -3.4167 4.4221
C: -3.6489 -3.7719 4.0421
C: -2.2630 -2.0759 5.0034
H: 1.5293 -1.5424 4.1799
H: 1.8954 -3.0236 3.2678
H: 1.2731 -3.0864 4.9315
H: -1.4213 -1.3120 2.3184
H: 0.0324 -1.8859 1.4850
H: 0.1419 -0.6095 2.7130
H: 1.1234 -5.0918 5.3799
H: -0.1638 -6.0549 6.1140
H: -0.3224 -4.3130 6.0695
H: 0.7574 -6.5098 3.1736
H: -0.9341 -6.7207 2.7122
H: -0.3748 -7.3616 4.2488
H: -4.0190 -3.1633 3.2114
H: -4.3253 -3.6494 4.8886
H: -3.6901 -4.8225 3.7398
H: -2.4605 -1.2762 4.2841
H: -1.3236 -1.8766 5.5057
H: -3.0521 -2.0504 5.7615



ORCA calculation (wB97M-V/def2-TZVPD) on a molecular structure, C19H4Cl6F5LiO2S at a distorted geometry.

## Properties
Relative energy (zero: lowest compared OMol25 entry of this formula, charge and spin), eV: 9.746
Gap between HOMO and LUMO, eV: 5.636
Total charge: -2

Cartesian coordinates (Å):
Li: -0.3744 1.2481 0.6709
F: 4.4209 -2.2006 4.2931
C: 3.5729 -1.7715 3.3283
C: 2.3542 -1.3807 3.6949
F: 1.9744 -1.4307 4.9782
C: 1.6832 0.0465 0.7508
F: -0.8044 0.7427 2.2988
C: 2.8988 -0.2828 0.3461
S: 3.2765 0.7787 -0.9896
C: 3.8776 -1.2641 0.8098
F: 4.7182 -1.6637 -0.1612
C: 4.1593 -1.8382 2.0003
F: 5.2396 -2.6720 2.0099
Cl: -1.7140 5.8033 -4.8493
C: -1.5598 4.4919 -3.6847
C: -2.1290 3.2394 -3.9765
C: -2.0215 2.2100 -3.0875
C: -1.3340 2.3393 -1.8212
O: -1.2499 1.3713 -1.0311
C: -0.7730 3.6445 -1.5670
C: -0.0764 3.9599 -0.3387
O: 0.0920 3.2476 0.6337
C: -0.8950 4.6805 -2.5062
H: -2.6505 3.1013 -4.9167
H: -2.4507 1.2404 -3.3087
H: 0.3220 4.9998 -0.3117
H: -0.4517 5.6451 -2.2802
Cl: 0.9425 -1.1710 2.4157
C: 0.1632 -2.4289 2.0341
C: -0.4926 -3.5244 1.6829
C: -1.4578 -3.6274 0.5806
Cl: -1.9164 -2.3094 -0.3840
C: -1.8945 -4.9056 0.5199
Cl: -3.0518 -5.5556 -0.5678
C: -1.2345 -5.6812 1.5624
Cl: -1.4901 -7.3590 1.8240
C: -0.4066 -4.8701 2.2524
Cl: 0.6081 -5.2931 3.5650



ORCA calculation (wB97M-V/def2-TZVPD) on a molecular structure, C19H50O10S9 at a distorted geometry.

## Properties
Gap between HOMO and LUMO, eV: 8.671
Total charge: 0

Cartesian coordinates (Å):
C: 2.3504 -1.6642 -2.9993
C: 2.3000 -0.3376 -2.9716
C: 2.4229 1.2094 -2.4688
C: 3.6201 2.0207 -3.1863
C: 5.0015 1.2017 -3.3534
O: 5.3140 0.2874 -2.2591
S: 6.3128 0.9844 -1.0897
O: 7.7240 1.0864 -1.6873
O: 5.6976 2.5548 -0.7767
S: 4.8924 2.4011 0.7367
H: 2.6809 -2.7761 -3.0210
H: 2.5332 1.3013 -1.3297
H: 1.4238 1.7115 -2.7830
H: 3.2433 2.4336 -4.1936
H: 3.8628 2.9605 -2.5347
H: 4.9594 0.6539 -4.3827
H: 5.8503 2.0036 -3.4123
H: 3.5708 2.1449 0.3778
C: 0.8989 -4.4031 1.5918
S: 2.0041 -3.5274 0.4628
O: 1.3905 -3.5852 -0.9006
C: 3.3297 -4.7538 0.5140
H: -0.0263 -3.8314 1.6829
H: 0.6740 -5.3966 1.1982
H: 1.3708 -4.4855 2.5728
H: 2.9524 -5.7253 0.1881
H: 3.7216 -4.8247 1.5305
H: 4.1265 -4.4308 -0.1582
C: -1.4735 -1.4508 -1.2893
S: -2.1711 -0.4080 0.0099
O: -1.1643 -0.3351 1.1158
C: -3.4516 -1.5754 0.5190
H: -0.6198 -0.9324 -1.7298
H: -1.1405 -2.4011 -0.8666
H: -2.2266 -1.6258 -2.0602
H: -2.9955 -2.5181 0.8286
H: -4.1401 -1.7460 -0.3110
H: -3.9996 -1.1456 1.3595
C: -6.9845 0.9459 2.6699
S: -6.5535 -0.6388 3.4219
O: -5.6960 -1.3813 2.4446
C: -8.2135 -1.3431 3.3307
H: -6.0780 1.5482 2.5881
H: -7.4038 0.7846 1.6744
H: -7.7073 1.4647 3.3024
H: -8.5552 -1.3597 2.2936
H: -8.8960 -0.7488 3.9414
H: -8.1792 -2.3633 3.7171
C: 7.2711 3.9745 4.1811
S: 6.7690 2.3227 4.7135
O: 5.7644 1.8188 3.7260
C: 5.8630 2.8685 6.1779
H: 7.8276 3.8827 3.2467
H: 6.3897 4.5982 4.0180
H: 7.9130 4.4231 4.9415
H: 5.0701 3.5614 5.8896
H: 6.5515 3.3535 6.8727
H: 5.4222 1.9935 6.6584
C: 4.6681 6.7901 1.9129
S: 3.9623 7.8564 3.1886
O: 4.9589 7.9454 4.3003
C: 2.6755 6.6984 3.7053
H: 5.5262 7.2994 1.4711
H: 4.9950 5.8463 2.3542
H: 3.9209 6.6039 1.1391
H: 3.1276 5.7603 4.0338
H: 1.9939 6.5154 2.8724
H: 2.1219 7.1431 4.5338
C: -9.1734 -0.6122 -2.3599
S: -10.2432 -1.0570 -0.9740
O: -9.4950 -0.7533 0.2854
C: -10.1565 -2.8417 -1.2385
H: -9.0511 0.4722 -2.3686
H: -8.1964 -1.0859 -2.2442
H: -9.6373 -0.9310 -3.2952
H: -9.1180 -3.1757 -1.1933
H: -10.5882 -3.0874 -2.2107
H: -10.7305 -3.3365 -0.4533
C: -0.9184 -4.7891 -4.7234
S: 0.2553 -3.5469 -5.3094
O: -0.4721 -2.2434 -5.3851
C: 0.3845 -4.1937 -6.9915
H: -1.1771 -4.5594 -3.6884
H: -1.8220 -4.7673 -5.3363
H: -0.4566 -5.7773 -4.7697
H: -0.6006 -4.2093 -7.4622
H: 0.8034 -5.2016 -6.9634
H: 1.0484 -3.5428 -7.5627



no.,molar mass (g/mol),HOMO energy (eV)
1,760.196,-7.10
2,775.278,-11.26
3,837.395,-12.00
4,834.373,-5.26
5,610.955,-1.78
6,727.202,-8.18